[1]
{"formula": "C38H56F3O7Zr", "method": "ωB97M-V/def2-TZVPD", "e_tot_ha": -2353.2452, "total_charge": 3, "homo_ha": -0.4993, "orbital_gap_ev": 1.099, "species": ["Zr", "F", "F", "F", "O", "O", "O", "O", "O", "O", "O", "C", "C", "C", "C", "C", "C", "C", "C", "C", "C", "C", "C", "C", "C", "C", "C", "C", "C", "C", "C", "C", "C", "C", "C", "C", "C", "C", "C", "C", "C", "C", "C", "C", "C", "C", "C", "C", "C", "H", "H", "H", "H", "H", "H", "H", "H", "H", "H", "H", "H", "H", "H", "H", "H", "H", "H", "H", "H", "H", "H", "H", "H", "H", "H", "H", "H", "H", "H", "H", "H", "H", "H", "H", "H", "H", "H", "H", "H", "H", "H", "H", "H", "H", "H", "H", "H", "H", "H", "H", "H", "H", "H", "H", "H"], "coordinates": [[-16.312, 17.982, -7.659], [-19.852, 29.241, -12.860], [-27.676, 23.064, -6.073], [-21.269, 31.402, -3.429], [-11.144, 19.683, -7.114], [-16.905, 21.445, -4.247], [-10.132, 27.328, -4.072], [-21.089, 17.722, 5.206], [-13.036, 20.292, 3.263], [-20.070, 16.169, -4.312], [-14.810, 23.111, -10.656], [-9.925, 19.808, -6.951], [-9.360, 21.157, -6.606], [-22.808, 19.348, 5.564], [-9.017, 18.641, -7.343], [-12.169, 28.422, -3.573], [-12.587, 19.207, 5.361], [-10.962, 26.802, -1.848], [-14.463, 24.178, -12.783], [-19.397, 29.549, -9.255], [-18.116, 30.776, -0.747], [-22.298, 15.115, -3.971], [-24.901, 21.466, -3.451], [-26.740, 22.512, -5.241], [-27.171, 22.093, -3.957], [-20.279, 30.119, -1.723], [-24.491, 21.846, -4.690], [-19.731, 27.170, -9.805], [-19.781, 27.469, -11.179], [-20.926, 19.790, 3.928], [-13.023, 19.239, 3.886], [-20.390, 15.423, -2.065], [-16.639, 22.432, -3.265], [-14.352, 24.066, -11.281], [-13.551, 25.271, -10.649], [-19.491, 29.845, -10.612], [-13.511, 17.905, 3.239], [-20.869, 15.614, -3.531], [-19.170, 32.074, -2.522], [-10.983, 27.511, -3.207], [-17.377, 22.126, -1.974], [-19.668, 28.803, -11.568], [-20.270, 31.206, -2.582], [-25.374, 22.437, -5.644], [-26.241, 21.669, -3.066], [-18.087, 31.852, -1.636], [-19.531, 28.180, -8.865], [-19.252, 29.872, -0.839], [-21.534, 18.861, 4.986], [-20.491, 14.387, -1.741], [-14.840, 23.228, -13.161], [-19.810, 26.638, -11.868], [-11.990, 20.070, 5.654], [-13.530, 19.147, 5.904], [-8.163, 19.100, -7.840], [-17.361, 21.083, -1.657], [-25.041, 22.674, -6.644], [-19.308, 30.849, -10.965], [-22.242, 15.022, -5.055], [-9.503, 17.942, -8.025], [-17.230, 30.519, -0.186], [-26.545, 21.494, -2.045], [-28.157, 22.265, -3.551], [-20.650, 20.724, 4.417], [-13.473, 24.208, -13.239], [-12.917, 25.816, -11.348], [-8.522, 21.109, -5.910], [-19.209, 28.938, -0.298], [-8.986, 21.786, -7.415], [-12.878, 24.970, -9.846], [-14.279, 25.984, -10.260], [-12.762, 17.127, 3.387], [-12.983, 28.196, -2.885], [-10.133, 21.693, -6.056], [-10.437, 27.370, -1.080], [-19.816, 26.152, -9.453], [-18.410, 22.452, -2.098], [-14.993, 25.075, -13.101], [-19.106, 32.960, -3.137], [-19.961, 19.410, 3.591], [-11.924, 29.480, -3.480], [-12.513, 28.211, -4.586], [-21.093, 29.412, -1.773], [-12.006, 26.554, -1.656], [-20.934, 16.114, -1.422], [-19.221, 30.311, -8.510], [-12.007, 18.354, 5.714], [-16.945, 23.412, -3.631], [-17.172, 32.425, -1.671], [-13.742, 18.028, 2.180], [-16.996, 22.777, -1.187], [-8.667, 18.177, -6.421], [-23.355, 18.547, 6.063], [-19.409, 27.900, -7.829], [-23.460, 19.648, 4.743], [-21.503, 20.019, 3.032], [-14.442, 17.557, 3.686], [-23.473, 21.632, -4.982], [-22.749, 20.208, 6.231], [-15.577, 22.580, -3.069], [-19.329, 15.657, -1.978], [-23.018, 15.919, -3.820], [-10.434, 25.849, -1.838], [-24.255, 21.003, -2.720], [-22.633, 14.263, -3.379]], "mulliken_charge": [1.5998, -0.2494, -0.2516, -0.2470, -0.6010, -0.3513, -0.5010, -0.5119, -0.4973, -0.6051, -0.5997, 0.7548, -1.0307, -1.0518, -0.9443, -0.9109, -0.9970, -0.9721, -1.0364, -0.4171, -0.3713, -0.9680, -0.4939, 0.5126, -0.4742, -0.3048, -0.1719, -0.2987, -0.4471, -1.0626, 0.7884, -0.9714, -0.1284, 0.7479, -0.9807, -0.2984, -1.0055, 0.7523, -0.3153, 0.7336, -0.8927, 0.3922, 0.3612, -0.5245, -0.1689, -0.3420, -0.2878, -0.2981, 0.8364, 0.3278, 0.3136, 0.4078, 0.3102, 0.2801, 0.3157, 0.3048, 0.4047, 0.4051, 0.3119, 0.3003, 0.3744, 0.3587, 0.3889, 0.3328, 0.3311, 0.3196, 0.3459, 0.3553, 0.2932, 0.3258, 0.2668, 0.3209, 0.2848, 0.2933, 0.2722, 0.3642, 0.2592, 0.3106, 0.4037, 0.3024, 0.2783, 0.3012, 0.3877, 0.2940, 0.2749, 0.3918, 0.3468, 0.2682, 0.3778, 0.2882, 0.3257, 0.2764, 0.3161, 0.3467, 0.3074, 0.3098, 0.3015, 0.3327, 0.3201, 0.2980, 0.2793, 0.2738, 0.3263, 0.3696, 0.3246]}



[2]
{"formula": "C38H56NO18", "method": "ωB97M-V/def2-TZVPD", "e_tot_ha": -2889.6532, "total_charge": 1, "homo_ha": -0.4032, "de_lowest_kcal_mol": 108.89, "orbital_gap_ev": 6.702, "species": ["O", "O", "O", "O", "O", "O", "O", "O", "O", "O", "O", "O", "O", "O", "O", "O", "O", "O", "N", "C", "C", "C", "C", "C", "C", "C", "C", "C", "C", "C", "C", "C", "C", "C", "C", "C", "C", "C", "C", "C", "C", "C", "C", "C", "C", "C", "C", "C", "C", "C", "C", "C", "C", "C", "C", "C", "C", "H", "H", "H", "H", "H", "H", "H", "H", "H", "H", "H", "H", "H", "H", "H", "H", "H", "H", "H", "H", "H", "H", "H", "H", "H", "H", "H", "H", "H", "H", "H", "H", "H", "H", "H", "H", "H", "H", "H", "H", "H", "H", "H", "H", "H", "H", "H", "H", "H", "H", "H", "H", "H", "H", "H", "H"], "coordinates": [[27.330, -23.010, 25.389], [27.817, -32.315, 25.022], [30.344, -25.925, 24.033], [31.694, -23.357, 26.321], [21.655, -25.795, 19.185], [23.619, -23.919, 18.701], [23.887, -29.952, 25.770], [24.593, -28.398, 21.935], [29.662, -29.139, 21.298], [28.783, -34.798, 24.949], [23.437, -33.671, 26.171], [18.596, -29.612, 27.364], [26.365, -26.204, 22.044], [25.596, -29.726, 28.735], [22.154, -28.411, 24.226], [20.478, -30.466, 29.143], [25.247, -26.437, 28.180], [24.269, -36.331, 25.929], [27.602, -28.345, 25.059], [28.691, -27.626, 24.285], [20.240, -29.184, 25.712], [22.692, -25.794, 19.800], [24.339, -27.240, 21.427], [26.994, -29.470, 24.244], [30.448, -26.965, 20.625], [22.765, -29.788, 26.196], [28.581, -21.204, 26.416], [25.023, -35.420, 25.632], [28.238, -22.188, 25.310], [29.354, -26.369, 24.877], [23.773, -24.879, 19.707], [27.013, -28.878, 30.366], [26.553, -27.333, 25.348], [28.992, -21.933, 24.078], [27.383, -34.678, 25.057], [24.081, -26.146, 28.038], [25.650, -32.914, 25.437], [21.778, -29.085, 25.288], [32.898, -21.818, 27.794], [33.952, -22.663, 25.658], [26.409, -35.783, 25.445], [22.280, -30.268, 27.508], [25.679, -29.416, 29.869], [22.984, -26.976, 20.654], [29.463, -28.118, 20.627], [20.880, -29.947, 27.918], [24.747, -34.098, 25.768], [28.423, -28.140, 19.443], [19.858, -29.539, 27.016], [22.903, -26.593, 28.938], [24.575, -29.593, 30.933], [27.014, -33.229, 25.118], [25.379, -26.183, 21.344], [23.659, -25.541, 26.752], [25.153, -25.016, 20.406], [27.993, -29.021, 26.354], [32.697, -22.670, 26.542], [22.563, -23.897, 18.436], [19.595, -28.586, 25.201], [33.538, -23.178, 24.631], [25.625, -24.165, 20.167], [30.625, -25.178, 24.364], [22.692, -25.227, 26.965], [34.312, -21.670, 25.498], [26.331, -26.747, 24.367], [21.307, -27.950, 23.686], [25.126, -29.946, 31.876], [29.124, -35.657, 25.346], [27.873, -29.003, 29.710], [26.982, -26.694, 26.135], [29.967, -26.771, 25.671], [28.838, -21.178, 23.426], [25.341, -32.025, 25.536], [26.387, -30.077, 24.716], [28.004, -21.678, 27.220], [26.608, -29.481, 23.351], [31.014, -26.513, 19.636], [27.803, -30.145, 23.932], [22.269, -27.871, 20.702], [23.915, -29.064, 21.881], [25.852, -27.880, 25.473], [28.624, -25.644, 25.020], [32.157, -21.076, 27.922], [27.192, -29.595, 26.462], [28.226, -27.673, 23.255], [31.106, -27.140, 21.531], [32.706, -22.337, 28.772], [22.001, -27.065, 28.658], [29.485, -28.301, 24.127], [28.292, -20.334, 26.199], [28.789, -27.809, 18.453], [19.638, -30.151, 29.405], [30.148, -21.986, 24.464], [23.595, -26.332, 25.958], [27.970, -29.203, 19.398], [33.794, -21.329, 28.042], [24.531, -24.854, 26.471], [22.694, -25.707, 29.251], [28.615, -28.562, 27.186], [22.818, -34.267, 26.815], [22.959, -30.679, 28.235], [23.783, -30.156, 30.503], [29.675, -21.152, 26.879], [27.568, -27.371, 19.865], [23.476, -26.986, 29.811], [24.017, -28.675, 31.000], [28.714, -29.730, 26.053], [34.795, -23.199, 25.927], [28.973, -22.874, 23.439], [26.865, -27.753, 30.651], [29.931, -26.204, 20.917], [26.735, -36.829, 25.407], [27.154, -29.270, 31.412]], "mulliken_charge": [-0.5839, -0.5272, -0.4139, -0.4759, -0.5825, -0.5528, -0.4772, -0.2023, -0.5514, -0.4472, -0.5263, -0.6507, -0.0614, -0.3254, -0.2790, -0.5139, -0.5287, -0.5688, 1.1910, -0.8793, -1.0522, 0.5476, 0.9792, -1.8020, -1.2400, 0.3571, -1.0956, 0.5028, 0.8578, -0.5193, 0.1493, -1.1888, -2.0017, -0.7543, 0.2001, 0.8898, -0.4856, 0.6883, -1.1964, -1.1176, -0.5899, -0.6971, 0.9507, -0.7061, 0.9675, 0.0539, 0.0103, -0.7505, 0.8401, -1.5364, -1.1362, 0.7022, -0.0662, -0.6618, -1.0925, -1.3437, 0.7630, 0.4097, 0.4090, 0.2110, 0.6348, 0.2157, 0.5653, 0.3634, -0.2702, 0.4096, 0.3736, 0.3553, 0.2072, 0.4249, 0.2456, 0.4956, 0.5982, 0.5084, 0.3138, 0.8894, 0.3132, 0.6027, 0.2580, 0.3379, 1.5275, 0.4578, 0.3088, 0.6310, -0.0027, 0.3033, 0.3381, 0.3874, 0.6990, 0.5099, 0.3913, 0.3469, 0.0899, -0.0606, 0.2558, 0.4234, 0.0822, 0.7725, 0.2185, 0.3788, 0.4700, 0.2795, 0.0833, -0.0663, 0.1248, 0.2547, 0.5415, 0.3886, 0.0837, 0.2609, 0.4159, 0.3676, 0.3961]}



[3]
{"formula": "C38H57ClIN3O22S6", "method": "ωB97M-V/def2-TZVPD", "e_tot_ha": -6448.4770, "smiles": "C#C[C@](CCCCN(CCCC)C(=S)SCCC)(O[C@H](CC(=O)I)OCC)[C@H](N=C=O)O[C@H](CC(=O)Cl)c1ccncc1.O=S1(=O)OCCO1.O=S1(=O)OCCO1.O=S1(=O)OCCO1.O=S1(=O)OCCO1", "total_charge": 0, "homo_ha": -0.3089, "orbital_gap_ev": 7.831, "species": ["I", "Cl", "S", "S", "S", "S", "S", "S", "O", "O", "O", "O", "O", "O", "O", "O", "O", "O", "O", "O", "O", "O", "O", "O", "O", "O", "O", "O", "O", "O", "N", "N", "N", "C", "C", "C", "C", "C", "C", "C", "C", "C", "C", "C", "C", "C", "C", "C", "C", "C", "C", "C", "C", "C", "C", "C", "C", "C", "C", "C", "C", "C", "C", "C", "C", "C", "C", "C", "C", "C", "C", "H", "H", "H", "H", "H", "H", "H", "H", "H", "H", "H", "H", "H", "H", "H", "H", "H", "H", "H", "H", "H", "H", "H", "H", "H", "H", "H", "H", "H", "H", "H", "H", "H", "H", "H", "H", "H", "H", "H", "H", "H", "H", "H", "H", "H", "H", "H", "H", "H", "H", "H", "H", "H", "H", "H", "H", "H"], "coordinates": [[-0.020, -6.336, -1.353], [2.999, 1.548, -2.822], [8.994, 3.897, -3.691], [-2.091, 3.108, 0.177], [-1.690, -0.912, -7.009], [0.238, -3.430, 6.627], [-7.303, -0.412, -0.842], [-2.277, 0.166, 0.328], [0.091, -2.543, 0.667], [8.065, 4.970, -3.652], [1.125, -4.192, 7.727], [8.635, 2.863, -2.514], [-2.268, -1.868, -7.886], [1.569, 3.665, -2.903], [1.290, -3.745, -1.765], [-0.582, -1.645, -6.108], [2.925, 0.972, 0.161], [-6.981, -0.862, 0.464], [-0.690, 0.014, -7.859], [1.368, -3.348, 5.476], [-6.567, -1.358, -1.912], [2.360, -2.231, 1.143], [-8.808, -0.857, -1.176], [-0.023, -2.118, 7.098], [-0.789, -4.297, 6.178], [-2.473, -0.082, -6.166], [-0.053, -0.118, -2.219], [-7.120, 0.936, -1.247], [10.396, 4.107, -3.691], [8.606, 2.943, -4.926], [1.809, -0.750, -0.878], [6.257, 4.587, 0.985], [-2.420, 1.940, 2.535], [0.631, -0.055, -7.305], [1.126, -4.517, -0.896], [3.825, 3.126, 0.580], [-6.213, 2.036, 2.226], [-2.551, -0.916, -2.954], [2.553, 2.334, 0.376], [5.811, 4.320, -0.244], [4.303, 3.417, 1.874], [1.874, 0.065, 0.372], [-3.793, 1.529, 2.932], [1.194, -0.738, 2.777], [4.637, 3.596, -0.453], [1.692, -4.399, 0.527], [0.715, -1.432, -6.678], [8.356, 1.612, -4.459], [-1.428, 1.054, 3.188], [-8.834, -1.559, -2.426], [1.253, -3.072, 1.249], [2.651, -3.635, 6.049], [5.505, 4.118, 1.971], [1.965, 2.839, -2.151], [4.571, -0.098, 2.593], [-7.112, 3.156, 1.654], [-3.202, 0.330, -2.315], [-4.825, 2.612, 2.558], [1.575, 2.921, -0.675], [7.848, 1.788, -3.043], [-2.305, 1.789, 1.118], [-2.165, -3.496, 0.309], [-0.020, 1.579, 2.924], [-7.504, -2.281, -2.482], [-3.651, 0.047, -0.861], [2.360, -4.633, 7.150], [1.125, 0.671, 3.415], [0.801, -0.494, -1.526], [3.530, -0.491, 2.141], [2.182, -0.903, 1.616], [-1.109, -2.962, 1.316], [-8.923, -0.824, -3.229], [-2.417, 1.089, -2.250], [-6.939, 3.306, 0.586], [1.391, -5.288, 1.078], [-1.787, -3.394, -0.708], [3.139, -4.657, 7.907], [-9.681, -2.238, -2.460], [-4.524, 0.636, -0.571], [-4.028, 0.698, -2.926], [-0.952, -3.734, 2.076], [4.355, 3.389, -1.481], [6.404, 4.660, -1.089], [0.066, 2.518, 3.487], [5.344, 0.269, 3.230], [2.774, -4.341, 0.376], [-6.133, 1.264, 1.462], [-7.514, -3.184, -1.868], [7.974, 0.895, -2.437], [-3.787, 1.449, 4.021], [9.297, 1.058, -4.480], [-6.954, 4.110, 2.168], [-3.967, -1.003, -0.850], [0.167, -1.011, 2.524], [-1.555, -2.088, 1.802], [0.587, 2.486, -0.489], [-4.526, 3.222, 1.701], [2.055, 1.240, 3.344], [-2.353, -4.550, 0.530], [3.062, -2.706, 6.450], [7.631, 1.119, -5.102], [-1.629, 1.027, 4.263], [1.480, -1.498, -5.910], [0.946, 0.516, 4.486], [1.373, 0.093, -8.085], [0.887, -2.204, -7.432], [-4.943, 3.298, 3.405], [0.730, 0.731, -6.553], [-2.040, -1.546, -2.222], [-6.693, 1.633, 3.123], [5.874, 4.306, 2.980], [-7.210, -2.535, -3.497], [1.505, -1.434, 3.566], [-8.161, 2.883, 1.806], [-1.845, -0.572, -3.709], [1.488, 3.989, -0.457], [0.096, 1.879, 1.877], [-4.094, 0.579, 2.466], [2.023, 2.367, 1.338], [3.769, 3.094, 2.760], [-1.604, 0.030, 2.815], [0.907, 0.563, 0.495], [2.211, -5.638, 6.749], [6.799, 2.092, -3.030], [-3.118, -2.985, 0.458], [1.081, -3.367, 2.294], [-3.300, -1.527, -3.471], [3.323, -4.031, 5.292]], "mulliken_charge": [-0.0729, -0.1858, 1.1099, -0.1049, 1.0958, 1.1348, 1.2659, 0.2890, 0.6150, -0.5320, -0.3048, -0.3034, -0.5686, -0.5511, -0.4240, -0.2647, -0.5388, -0.5741, -0.3240, -0.2523, -0.2497, -0.5569, -0.3602, -0.5569, -0.5626, -0.4817, -0.4672, -0.5738, -0.5333, -0.3258, -0.6898, -0.6526, 0.1044, -0.2957, 0.0880, -0.7870, -0.0438, -0.5085, 2.2147, -0.5747, -0.2273, 2.1886, -0.7247, 0.1949, -0.2279, -1.1790, -0.3331, -0.3269, -1.0502, -0.4340, 0.1119, -0.3682, -0.4754, 0.3142, -0.4120, -1.3984, -0.5663, -0.5084, 0.3413, -0.1366, -0.4492, -1.0426, 0.8433, -0.3508, -0.2804, -0.3910, -0.6088, 0.4738, -2.1995, 2.5673, -0.1208, 0.2876, 0.1111, 0.3169, 0.5420, 0.1327, 0.3233, 0.3279, 0.0614, 0.5165, 0.6586, 0.0611, 0.4811, 0.4494, 0.5716, 0.3480, 0.0343, 0.2974, 0.3247, 0.6566, 0.2978, 0.3895, 0.2966, -0.5169, -0.2067, -0.6803, 0.2625, -0.0137, 0.2948, 0.2915, 0.3058, 0.5334, 0.3235, 0.5909, 0.3153, 0.2769, 0.3257, 0.2599, -0.0735, 0.3753, 0.3620, 0.3419, 0.2112, 0.3752, -0.0227, 0.7267, -0.8720, 0.2073, -0.6246, 0.4175, 0.0250, -1.0115, 0.2994, 0.1231, 0.1940, 0.3328, 0.4937, 0.3504]}